(1)
DFT (ωB97M-V with the def2-TZVPD basis set) results for 9 unconnected molecules or ions with the total composition C30H75N9O9.

Output
SMILES: CC1(C)CCCC(C)(C)N1O.CC1(C)CCCC(C)(C)N1O.CC1(C)CCCC(C)(C)N1O.NC(N)=O.NC(N)=O.NC(N)=O.O.O.O
Largest force on an atom, eV/Å: 7.9
Calculated total energy, hartree: -2357.74096
Frontier orbital gap, Ha: 0.305
Energy above the lowest of the compared OMol25 structures with the same formula, charge and spin, kcal per mole: 131.56
HOMO level, eV: -7.975
Lowest unoccupied orbital energy, eV: 0.33
Multiplicity: 1

Each line ends with the Löwdin charge.
Cartesian coordinates (Å):
C (-17.08, 3.71, -14.12)  -0.76
O (-16.43, 3.52, -15.12)  0.03
N (-17.26, 4.81, -13.45)  0.15
N (-17.72, 2.80, -13.38)  0.14
H (-17.68, 4.76, -12.54)  0.11
H (-16.93, 5.64, -13.92)  0.13
H (-18.01, 3.12, -12.47)  0.09
H (-17.72, 1.80, -13.54)  0.11
C (-15.25, 10.17, -17.00)  -0.90
O (-14.95, 9.84, -15.90)  0.05
N (-16.34, 9.78, -17.44)  0.18
N (-14.55, 10.95, -17.75)  0.18
H (-16.88, 9.33, -16.72)  0.14
H (-16.64, 10.34, -18.23)  0.12
H (-15.07, 11.43, -18.48)  0.11
H (-13.61, 11.25, -17.57)  0.13
C (-19.19, -6.10, -18.21)  -0.87
O (-18.03, -6.41, -18.12)  0.03
N (-19.56, -4.96, -17.76)  0.17
N (-20.11, -6.90, -18.56)  0.18
H (-18.90, -4.49, -17.16)  0.13
H (-20.51, -4.65, -17.86)  0.11
H (-19.81, -7.79, -18.94)  0.13
H (-21.05, -6.54, -18.53)  0.11
C (-19.63, 3.68, -5.53)  -0.02
C (-19.43, 3.22, -7.02)  -0.50
C (-19.85, 1.74, -7.16)  -0.13
C (-21.37, 1.43, -7.36)  -0.18
C (-21.97, 2.41, -8.36)  -0.15
C (-21.62, 3.89, -8.18)  -0.49
N (-20.12, 4.02, -8.04)  -0.06
O (-19.65, 5.38, -8.01)  -0.01
C (-22.09, 4.68, -9.38)  -0.06
C (-22.48, 4.42, -7.03)  -0.04
C (-17.91, 3.23, -7.26)  -0.05
H (-19.15, 3.15, -4.71)  0.09
H (-20.69, 3.81, -5.34)  0.06
H (-19.26, 4.71, -5.48)  0.07
H (-19.39, 1.29, -8.04)  0.11
H (-19.52, 1.27, -6.24)  0.12
H (-21.77, 1.53, -6.35)  0.10
H (-21.66, 0.46, -7.78)  0.11
H (-23.03, 2.21, -8.49)  0.13
H (-21.49, 2.01, -9.25)  0.12
H (-21.63, 5.65, -9.57)  0.08
H (-21.67, 4.19, -10.25)  0.08
H (-23.15, 4.91, -9.54)  0.09
H (-22.09, 5.36, -6.62)  0.08
H (-23.43, 4.82, -7.39)  0.08
H (-22.67, 3.69, -6.24)  0.08
H (-17.56, 4.23, -7.03)  0.07
H (-17.75, 2.99, -8.31)  0.08
H (-17.09, 2.64, -6.86)  0.09
H (-19.92, 5.67, -7.14)  0.07
C (-7.25, 3.94, -13.00)  -0.06
C (-7.79, 5.26, -12.57)  -0.52
C (-9.35, 5.00, -12.29)  -0.11
C (-10.12, 6.05, -11.45)  -0.17
C (-9.31, 6.34, -10.19)  -0.17
C (-7.78, 6.64, -10.30)  -0.42
N (-7.20, 5.65, -11.27)  -0.15
O (-5.85, 5.67, -11.25)  0.00
C (-7.50, 8.16, -10.65)  -0.02
C (-7.31, 6.29, -8.81)  -0.03
C (-7.61, 6.25, -13.70)  -0.03
H (-7.81, 3.40, -13.77)  0.09
H (-7.29, 3.15, -12.24)  0.09
H (-6.26, 4.15, -13.39)  0.09
H (-9.80, 5.10, -13.28)  0.11
H (-9.63, 4.04, -11.88)  0.12
H (-11.11, 5.74, -11.14)  0.11
H (-10.13, 7.07, -11.83)  0.10
H (-9.42, 5.60, -9.40)  0.11
H (-9.69, 7.31, -9.88)  0.10
H (-7.57, 8.43, -11.71)  0.07
H (-8.16, 8.80, -10.06)  0.08
H (-6.47, 8.43, -10.40)  0.07
H (-6.23, 6.42, -8.69)  0.07
H (-7.79, 6.88, -8.03)  0.08
H (-7.54, 5.24, -8.63)  0.08
H (-8.39, 6.98, -13.53)  0.08
H (-7.99, 5.74, -14.59)  0.09
H (-6.59, 6.64, -13.78)  0.09
H (-5.63, 6.50, -11.68)  0.09
C (-26.45, -3.88, -16.81)  -0.06
C (-26.95, -2.50, -17.29)  -0.43
C (-27.42, -1.91, -15.91)  -0.18
C (-27.83, -0.46, -15.96)  -0.21
C (-26.63, 0.37, -16.40)  -0.13
C (-25.89, -0.08, -17.71)  -0.41
N (-25.81, -1.60, -17.80)  -0.13
O (-25.06, -2.17, -18.81)  -0.01
C (-26.58, 0.39, -19.01)  -0.05
C (-24.41, 0.56, -17.76)  -0.03
C (-28.18, -2.65, -18.26)  -0.02
H (-25.62, -3.66, -16.13)  0.08
H (-25.94, -4.53, -17.52)  0.07
H (-27.30, -4.35, -16.32)  0.08
H (-28.27, -2.46, -15.53)  0.12
H (-26.72, -1.95, -15.08)  0.12
H (-28.01, -0.28, -14.90)  0.11
H (-28.73, -0.22, -16.51)  0.11
H (-25.90, 0.48, -15.60)  0.11
H (-27.05, 1.38, -16.44)  0.11
H (-27.63, 0.09, -19.06)  0.07
H (-26.70, 1.47, -19.08)  0.08
H (-26.09, -0.12, -19.84)  0.07
H (-23.69, 0.41, -16.95)  0.07
H (-23.86, 0.38, -18.68)  0.07
H (-24.58, 1.64, -17.73)  0.07
H (-28.91, -1.84, -18.18)  0.06
H (-28.78, -3.57, -18.23)  0.08
H (-27.91, -2.53, -19.31)  0.07
H (-25.62, -2.14, -19.59)  0.08
O (-16.40, -2.51, -13.48)  -0.06
H (-15.60, -2.01, -13.30)  0.03
H (-16.29, -3.31, -12.97)  0.03
O (-13.51, 4.26, -20.43)  -0.05
H (-13.71, 4.21, -19.49)  0.03
H (-13.26, 3.37, -20.66)  0.03
O (-12.68, 0.12, -16.44)  -0.05
H (-13.08, 0.97, -16.29)  0.03
H (-12.12, 0.25, -17.21)  0.03

---

(2)
DFT (ωB97M-V with the def2-TZVPD basis set) results for 7 unconnected molecules or ions with the total composition C30H77F6N5O6P.

Output
Net charge: +4
Largest force on an atom, eV/Å: 4.2
Calculated total energy, hartree: -2853.69868
Expectation value of S²: 0.755
Frontier orbital gap (spin up / spin down), Ha: 0.366 / 0.274
HOMO level (spin up / spin down), eV: -17.969 / -17.446
Lowest unoccupied orbital energy (spin up / spin down), eV: -8.00 / -9.99
Multiplicity: 2

Each line ends with the Löwdin spin population.
Cartesian coordinates (Å):
P (0.00, -0.32, 0.53)  0.00
F (0.42, 1.22, 0.24)  0.00
F (1.38, -0.74, -0.22)  0.00
F (0.77, -0.27, 2.04)  0.00
F (-0.54, -1.83, 0.78)  0.00
F (-1.48, 0.15, 1.17)  0.00
F (-0.70, -0.50, -0.89)  0.00
C (1.57, 4.66, 0.55)  0.00
C (2.43, 4.45, -0.71)  0.00
C (3.18, 3.13, -0.58)  0.00
N (3.84, 2.64, -1.88)  0.00
C (4.65, 3.66, -2.53)  0.00
C (2.92, 1.97, -3.01)  0.00
C (3.29, 0.50, -3.22)  0.00
C (3.92, 0.14, -1.88)  0.00
C (4.74, 1.40, -1.52)  0.00
H (2.06, 4.77, 1.52)  0.00
H (0.83, 3.86, 0.60)  0.00
H (0.85, 5.45, 0.35)  0.00
H (3.03, 5.33, -0.97)  0.00
H (1.82, 4.30, -1.60)  0.00
H (2.49, 2.36, -0.22)  0.00
H (3.99, 3.24, 0.14)  0.00
H (4.03, 4.38, -3.06)  0.00
H (5.24, 3.13, -3.28)  0.00
H (5.27, 4.17, -1.79)  0.00
H (2.92, 2.59, -3.91)  0.00
H (1.87, 2.13, -2.75)  0.00
H (4.06, 0.37, -3.98)  0.00
H (2.44, -0.13, -3.48)  0.00
H (4.59, -0.69, -2.10)  0.00
H (3.24, -0.06, -1.05)  0.00
H (5.55, 1.46, -2.25)  0.00
H (5.14, 1.47, -0.51)  0.00
C (-3.80, -2.99, -0.56)  0.00
N (-4.40, -3.30, -1.92)  0.00
C (-3.77, -2.38, -2.95)  0.00
C (-4.05, -4.73, -2.34)  0.00
C (-5.96, -3.06, -1.84)  0.00
C (-6.78, -4.10, -1.14)  0.00
O (-6.87, -5.25, -1.92)  0.00
H (-3.90, -1.91, -0.42)  0.00
H (-2.74, -3.23, -0.53)  0.00
H (-4.44, -3.58, 0.09)  0.00
H (-4.25, -2.45, -3.93)  0.00
H (-2.77, -2.81, -3.09)  0.00
H (-3.78, -1.35, -2.59)  0.00
H (-4.47, -5.39, -1.58)  0.00
H (-2.96, -4.71, -2.26)  0.00
H (-4.40, -4.90, -3.35)  0.00
H (-6.31, -2.80, -2.84)  0.00
H (-6.19, -2.13, -1.31)  0.00
H (-7.82, -3.77, -1.06)  0.00
H (-6.59, -4.38, -0.10)  0.00
H (-7.56, -5.76, -1.49)  0.00
C (-5.45, 2.74, -1.21)  0.00
N (-4.01, 2.91, -0.68)  0.00
C (-3.03, 1.79, -1.16)  0.00
C (-3.56, 4.32, -1.27)  0.00
C (-4.03, 2.90, 0.89)  0.00
C (-2.74, 3.33, 1.66)  0.00
O (-2.39, 4.70, 1.44)  0.00
H (-5.95, 3.69, -1.02)  0.00
H (-5.68, 1.83, -0.66)  0.00
H (-5.35, 2.56, -2.28)  0.00
H (-2.01, 1.96, -0.82)  0.00
H (-3.04, 1.58, -2.23)  0.00
H (-3.49, 0.98, -0.58)  0.00
H (-4.21, 5.05, -0.81)  0.00
H (-3.75, 4.20, -2.34)  0.00
H (-2.53, 4.56, -0.99)  0.00
H (-4.37, 1.89, 1.09)  0.00
H (-4.82, 3.55, 1.29)  0.00
H (-1.83, 2.81, 1.36)  0.00
H (-2.90, 3.19, 2.73)  0.00
H (-3.09, 5.34, 1.60)  0.00
C (2.42, 0.15, 4.61)  0.00
N (2.68, 1.66, 4.24)  0.00
C (3.82, 1.60, 3.13)  0.00
C (1.54, 2.45, 3.52)  0.00
C (3.05, 2.46, 5.48)  0.00
C (3.97, 3.73, 5.31)  0.00
O (3.52, 4.86, 4.51)  0.00
H (1.54, 0.13, 5.26)  0.00
H (3.33, -0.31, 5.00)  0.00
H (2.09, -0.37, 3.72)  0.00
H (3.54, 0.89, 2.35)  0.00
H (4.69, 1.18, 3.65)  0.00
H (4.01, 2.60, 2.76)  0.00
H (1.94, 3.44, 3.27)  0.00
H (0.70, 2.50, 4.22)  0.00
H (1.18, 1.95, 2.63)  0.00
H (3.73, 1.94, 6.14)  0.00
H (2.19, 2.62, 6.13)  0.00
H (4.95, 3.40, 4.97)  0.00
H (4.02, 3.96, 6.38)  0.00
H (4.29, 5.27, 4.11)  0.00
C (2.62, -5.12, -3.81)  0.00
N (1.68, -4.72, -2.63)  0.00
C (2.17, -3.33, -2.07)  0.00
C (0.19, -4.68, -3.07)  0.00
C (1.63, -5.76, -1.45)  0.00
C (2.87, -5.98, -0.63)  0.00
O (3.81, -6.64, -1.44)  0.00
H (2.72, -6.20, -3.70)  0.00
H (3.57, -4.69, -3.51)  0.00
H (2.22, -4.66, -4.72)  0.00
H (2.27, -2.75, -2.99)  0.00
H (3.14, -3.39, -1.58)  0.00
H (1.41, -2.87, -1.44)  0.00
H (0.20, -3.90, -3.83)  0.00
H (-0.42, -4.34, -2.24)  0.00
H (-0.11, -5.62, -3.54)  0.00
H (1.25, -6.71, -1.83)  0.00
H (0.81, -5.39, -0.84)  0.00
H (2.64, -6.70, 0.16)  0.00
H (3.21, -5.18, 0.02)  0.00
H (4.19, -7.37, -0.94)  0.00
C (-1.91, 0.00, 4.39)  0.04
C (-1.72, 0.19, 5.85)  0.05
O (-2.40, -0.48, 6.64)  0.75
O (-0.98, 1.11, 6.24)  0.15
H (-2.62, -0.79, 4.18)  0.00
H (-0.98, -0.35, 3.93)  0.00
H (-2.39, 0.91, 4.03)  0.00